(1)
Here is C44H33O5P2RhS4Sb as an isolated structure in a non-equilibrium geometry from OMol25. Energies are from wB97M-V/def2-TZVPD.

As for the net charge: 0. The HOMO energy (alpha / beta) is -6.8341 / -6.3742 eV. Its orbital gap (alpha / beta) is 4.6 / 3.7 eV. The largest force on an atom is 0.041 hartree/bohr. Its energy relative to the best compared isomer or geometry (same formula, charge and spin) is 58.02 kcal/mol. Its multiplicity is 2.

Each line ends with the Löwdin charge.
Cartesian coordinates (Å):
Rh -0.976 -0.996 -0.439  0.4011
O -2.381 1.488 3.697  -0.4612
S -1.975 0.605 2.578  0.9059
C -3.474 0.328 1.586  -0.4026
C -4.629 -0.201 2.126  -0.0644
C -5.750 -0.365 1.326  -0.0523
C -5.726 0.035 0.000  -0.0790
C -4.584 0.613 -0.535  -0.0853
C -3.445 0.762 0.247  -0.3792
P -1.836 1.205 -0.501  1.0288
C -1.352 2.759 0.313  -0.3696
C -0.098 3.270 -0.029  -0.1092
C 0.331 4.465 0.520  -0.0747
C -0.487 5.152 1.409  -0.0713
C -1.737 4.649 1.738  -0.0518
C -2.177 3.452 1.192  -0.0866
C -2.117 1.845 -2.177  -0.3693
C -1.379 1.318 -3.232  -0.1613
C -1.527 1.836 -4.510  -0.0603
C -2.397 2.892 -4.731  -0.0697
C -3.112 3.439 -3.673  -0.0698
C -2.970 2.925 -2.396  -0.0841
C -1.626 -1.009 3.326  -0.3820
C -2.346 -1.443 4.423  -0.0661
C -1.969 -2.607 5.072  -0.0565
C -0.861 -3.314 4.636  -0.0563
C -0.118 -2.865 3.554  -0.0852
C -0.486 -1.706 2.882  -0.3970
P 0.485 -0.986 1.490  1.0260
C 1.433 0.213 2.492  -0.3270
C 1.181 1.577 2.413  -0.0834
C 1.811 2.454 3.283  -0.0544
C 2.714 1.973 4.217  -0.0711
C 2.987 0.611 4.281  -0.0678
C 2.343 -0.270 3.430  -0.0841
C 1.701 -2.253 1.039  -0.3664
C 1.252 -3.545 0.755  -0.1172
C 2.107 -4.466 0.177  -0.0614
C 3.410 -4.105 -0.138  -0.0691
C 3.856 -2.820 0.126  -0.0666
C 3.004 -1.892 0.704  -0.0924
H -4.652 -0.499 3.164  0.1065
H -6.636 -0.831 1.736  0.1151
H -6.590 -0.122 -0.632  0.1105
H -4.557 0.919 -1.572  0.1029
H 0.538 2.705 -0.704  0.1085
H 1.308 4.856 0.267  0.1119
H -0.147 6.081 1.849  0.1075
H -2.371 5.182 2.434  0.1133
H -3.148 3.058 1.457  0.1074
H -0.693 0.500 -3.049  0.0463
H -0.965 1.408 -5.329  0.1118
H -2.515 3.297 -5.728  0.1062
H -3.781 4.274 -3.842  0.1067
H -3.521 3.355 -1.567  0.1143
H -3.175 -0.852 4.791  0.1104
H -2.534 -2.953 5.928  0.1101
H -0.560 -4.217 5.153  0.1098
H 0.748 -3.428 3.233  0.1012
H 0.501 1.946 1.663  0.0578
H 1.584 3.511 3.225  0.1035
H 3.210 2.655 4.894  0.1056
H 3.701 0.234 5.001  0.1067
H 2.543 -1.333 3.488  0.1107
H 0.223 -3.810 0.966  0.0688
H 1.751 -5.461 -0.057  0.1099
H 4.074 -4.819 -0.608  0.1059
H 4.862 -2.529 -0.147  0.1097
H 3.333 -0.874 0.872  0.1135
S -5.219 -3.189 -1.394  -0.3350
Sb -2.903 -3.629 -1.620  0.2589
S -2.357 -2.624 0.539  0.1531
S -2.425 -1.494 -2.604  0.0009
O 1.172 0.199 -1.051  -0.1064
C 1.415 -0.790 -1.801  -0.6421
O 0.641 -1.778 -1.868  -0.0998
C 2.635 -0.777 -2.666  -0.1394
C 3.547 0.262 -2.542  -0.0181
C 4.658 0.354 -3.379  0.0198
C 4.798 -0.624 -4.333  -0.2074
O 5.774 -0.756 -5.281  0.0359
C 5.419 -1.890 -6.062  -0.1391
O 4.280 -2.499 -5.473  0.0361
C 3.893 -1.673 -4.448  -0.1922
C 2.801 -1.781 -3.629  0.0825
H 3.370 1.006 -1.777  0.1144
H 5.374 1.160 -3.292  0.1198
H 6.253 -2.596 -6.084  0.1365
H 5.183 -1.573 -7.084  0.1375
H 2.085 -2.586 -3.709  0.1360

---

(2)
Here is C44H34As2F6N3OPTi as an isolated structure from OMol25. Energies are from wB97M-V/def2-TZVPD.

As for the net charge: 0. The HOMO energy (alpha / beta) is -8.1484 / -8.1484 eV. Its orbital gap (alpha / beta) is 7.3 / 7.3 eV. The largest force on an atom is 0.012 hartree/bohr. Its energy relative to the best compared isomer or geometry (same formula, charge and spin) is 6.95 kcal/mol.

Each line ends with the Löwdin charge.
Cartesian coordinates (Å):
Ti 0.723 0.924 0.143  0.8564
C -2.076 -1.401 2.109  -0.4214
C -1.463 -2.723 1.669  -0.4372
As -1.068 -2.755 -0.277  1.3179
C -0.911 -4.698 -0.403  -0.4052
C 0.034 -5.353 0.382  -0.1233
C 0.211 -6.723 0.278  -0.0906
C -0.545 -7.456 -0.624  -0.0953
C -1.478 -6.810 -1.420  -0.0878
C -1.661 -5.439 -1.311  -0.1113
C -2.915 -2.552 -0.889  -0.4201
C -3.994 -3.194 -0.285  -0.1200
C -5.285 -2.987 -0.742  -0.0840
C -5.512 -2.139 -1.818  -0.0896
C -4.446 -1.507 -2.435  -0.0837
C -3.153 -1.714 -1.972  -0.1258
As -0.814 0.084 2.234  1.3206
C 0.333 -0.446 3.697  -0.3710
C -0.118 -1.233 4.752  -0.0962
C 0.745 -1.577 5.780  -0.0773
C 2.060 -1.131 5.763  -0.0769
C 2.512 -0.345 4.715  -0.0660
C 1.650 -0.007 3.681  -0.1102
C -1.917 1.462 3.020  -0.3515
C -1.323 2.448 3.801  -0.0971
C -2.091 3.476 4.325  -0.0713
C -3.453 3.528 4.072  -0.0812
C -4.050 2.547 3.295  -0.0803
C -3.284 1.516 2.769  -0.1135
H -2.544 -1.482 3.096  0.0728
H -2.867 -1.092 1.420  0.0503
H -2.155 -3.535 1.899  0.0656
H -0.533 -2.941 2.201  0.0555
H 0.647 -4.794 1.081  0.0966
H 0.947 -7.218 0.900  0.1021
H -0.404 -8.526 -0.709  0.1002
H -2.069 -7.375 -2.130  0.1020
H -2.401 -4.951 -1.933  0.0965
H -3.830 -3.868 0.549  0.1013
H -6.115 -3.490 -0.262  0.1019
H -6.520 -1.976 -2.175  0.1017
H -4.619 -0.844 -3.273  0.1048
H -2.324 -1.200 -2.442  0.0783
H -1.142 -1.587 4.788  0.1002
H 0.390 -2.193 6.595  0.1049
H 2.731 -1.399 6.568  0.1050
H 3.535 0.004 4.692  0.1100
H 2.021 0.605 2.864  0.0866
H -0.258 2.418 4.001  0.1057
H -1.621 4.240 4.930  0.1077
H -4.050 4.333 4.480  0.1042
H -5.113 2.582 3.096  0.1033
H -3.771 0.753 2.175  0.0860
F 2.002 0.271 -1.464  -0.2173
P 3.155 -0.608 -0.577  0.2267
F 4.036 -1.412 0.439  -0.0740
F 4.288 -0.240 -1.584  -0.0591
F 2.696 -1.902 -1.344  -0.0876
F 1.752 -0.831 0.490  -0.3101
F 3.341 0.753 0.278  -0.1429
C -0.921 0.720 -1.020  -0.1175
C -1.590 1.532 -1.639  -0.0870
C -2.318 2.648 -2.126  -0.1428
C -1.611 3.731 -2.535  -0.0990
C -0.123 3.652 -2.769  -0.1031
C 0.445 4.721 -3.717  -0.0937
C -0.066 6.021 -3.321  -0.1994
C -1.429 6.143 -2.782  -0.0063
C -2.181 5.068 -2.525  -0.0147
C -3.785 2.607 -1.960  -0.1837
C -4.331 1.999 -0.835  -0.0216
C -5.703 1.939 -0.665  -0.0730
C -6.547 2.474 -1.628  -0.0847
C -6.011 3.066 -2.763  -0.0754
C -4.637 3.132 -2.931  -0.0383
H 0.207 2.635 -2.974  0.1521
H 0.991 4.518 -4.626  0.1457
H 0.288 6.869 -3.892  0.1440
H -1.827 7.139 -2.641  0.1101
H -3.199 5.186 -2.181  0.1158
H -3.664 1.573 -0.096  0.0955
H -6.117 1.468 0.217  0.1031
H -7.620 2.423 -1.498  0.1020
H -6.664 3.471 -3.525  0.1042
H -4.217 3.574 -3.826  0.1200
O 0.547 2.431 1.125  -0.2793
N 1.201 2.693 -0.113  -0.1465
C 1.245 4.006 -0.559  -0.2196
C 2.041 4.936 0.186  -0.1554
N 2.679 5.667 0.801  0.1645
C 0.709 4.366 -1.738  -0.1333
N 1.116 5.469 -2.556  0.1314